60
Properties=species:S:1:pos:R:3 method="wB97M-V/def2-TZVPD" homo_ev=-13.6 homo_lumo_gap_ev=7.43 e_tot_ha=-22516.038112 multiplicity=1 charge=+2 e_above_lowest_kj_mol=0.00
Br 1.43 3.69 1.98
O 3.67 -2.18 -1.93
C 2.92 -3.13 -1.49
O 0.27 0.60 1.55
C -3.60 -2.04 3.22
H 3.44 2.40 2.94
O 0.15 -2.63 0.36
O 0.75 3.44 -1.86
Br -0.74 1.18 -3.89
Br -3.38 -2.43 -2.74
C 2.41 2.13 2.73
O 3.28 2.99 -0.69
C 0.32 -1.45 0.55
Br 2.73 0.11 4.64
H 1.41 2.18 4.61
H -3.15 -1.06 3.33
O 0.74 -3.93 -2.17
Ba 0.94 -5.05 0.48
B 0.81 0.71 0.19
O 1.81 -2.31 -3.33
C 0.03 -0.66 1.84
C -2.95 1.70 1.67
H -0.71 -1.40 -3.43
O -0.29 -1.12 2.88
H -5.30 -3.18 3.62
O 3.92 -1.54 -4.25
C 0.94 2.58 -1.03
O 3.58 1.85 -3.70
Br -1.89 3.75 3.43
C 1.65 -3.16 -2.38
C 2.31 2.32 -0.43
O 4.90 0.00 -5.55
C -2.78 -0.73 -3.61
C 4.22 -0.32 -4.63
H -2.30 0.99 2.18
C 3.53 0.64 -3.63
H 2.43 1.52 1.83
C 1.62 1.47 3.81
C -1.34 -0.56 -3.17
O 2.24 1.20 0.23
H 0.73 1.00 3.42
Br -3.33 -2.75 1.43
H -3.90 1.72 2.19
O 0.10 1.69 -0.65
O 0.75 -0.65 -0.37
H -5.69 -1.41 3.10
H -2.85 -0.91 -4.68
B 3.04 -1.52 -3.08
H -3.09 -2.75 3.87
C -2.18 2.99 1.63
C -5.07 -2.12 3.63
H -1.18 2.90 1.22
H -3.48 0.04 -3.32
H -2.70 3.76 1.06
H -1.36 -0.48 -2.09
Ba 2.65 4.42 -3.41
O 2.77 -0.08 -2.86
Br -5.22 -1.58 5.52
Br -3.15 1.09 -0.18
O 3.16 -3.94 -0.62

***

61
Properties=species:S:1:pos:R:3 method="wB97M-V/def2-TZVPD" homo_ev=-7.6 homo_lumo_gap_ev=7.28 e_tot_ha=-23560.052490 multiplicity=1 charge=-1 e_above_lowest_kj_mol=0.00
Br 1.36 1.62 2.86
O -3.19 1.42 -0.85
Br -2.98 0.53 3.40
H 3.06 2.23 5.22
H 3.33 0.11 2.99
C -1.75 0.61 4.94
O 2.13 -0.67 0.25
C 4.50 -0.16 0.17
H -0.75 0.55 4.52
H -1.89 2.77 4.96
O 4.84 0.39 -3.14
O 0.14 1.87 -1.62
C 0.48 4.41 -3.83
Br -0.86 2.08 7.17
H 4.39 1.11 5.15
H -1.44 -6.09 -3.84
C 0.33 3.16 -4.71
Br -1.48 -4.82 -0.99
H 3.87 1.81 2.87
O 0.25 -2.90 0.56
Br -7.27 -1.79 0.09
O 0.06 -1.25 2.52
C 4.81 2.71 -3.17
H -3.72 -5.55 -1.89
H -4.85 -1.96 1.72
O 1.02 5.43 -4.15
H -2.25 -4.56 -3.77
O 4.83 -0.63 1.22
O -0.34 2.26 -4.00
O 4.85 3.81 -3.62
C 3.19 1.12 3.37
B -0.54 2.76 -2.63
C 3.05 -0.14 -0.35
O 5.35 1.36 -5.13
H -5.20 -1.87 -1.31
O -1.98 2.67 -2.28
C -0.76 1.27 -0.93
C -5.37 -1.49 -0.31
H -5.21 -0.43 -0.23
O 0.81 3.01 -5.80
H -4.65 -3.32 0.66
C -2.16 1.79 -1.33
V 0.25 -1.40 0.94
C -2.70 -5.87 -2.09
Br 2.34 -0.12 5.82
Br -2.64 -1.75 0.71
C 3.35 1.25 4.86
C -4.55 -2.24 0.71
C -2.02 1.91 5.62
H -3.05 2.03 5.93
H -1.91 -0.26 5.57
C 5.07 1.42 -3.98
O -0.08 4.14 -2.65
O -0.57 0.42 -0.08
B 4.41 0.90 -1.86
H -2.53 -6.91 -1.83
Br -3.75 -6.35 -4.73
O 5.26 0.43 -0.73
C -2.37 -5.61 -3.53
O 4.43 2.37 -1.94
O 3.02 0.43 -1.50

***

37
Properties=species:S:1:pos:R:3 method="wB97M-V/def2-TZVPD" homo_ev="-7.1 / -7.7" homo_lumo_gap_ev="7.86 / 7.11" e_tot_ha=-1776.988032 s_squared=2.05 multiplicity=3
C 1.12 -2.13 -1.15
C 2.56 -1.32 1.07
H -1.05 5.50 1.79
N -1.74 0.46 0.60
C 2.22 -1.30 -1.33
Cl -3.44 2.80 -0.03
N 0.72 1.42 2.21
C 2.63 -0.84 -2.70
C -3.69 1.69 1.28
H 1.02 4.30 1.01
H 0.54 -2.44 -2.02
C -2.76 0.62 1.46
H -0.28 4.68 3.16
Cl -1.98 -1.57 2.91
C 0.46 2.44 1.76
H 3.77 -0.22 -0.30
H -4.27 -0.70 4.25
H -0.03 -3.34 0.20
H 3.36 -1.52 -3.14
H -5.82 1.19 3.85
C -4.11 -0.03 3.42
C 2.93 -0.90 -0.20
H 3.12 -0.99 1.93
C -3.03 -0.21 2.58
C -4.76 1.90 2.12
C -0.79 4.52 2.21
C 0.75 -2.60 0.11
Pd -0.12 -0.58 1.04
H -5.43 2.73 1.94
H -1.71 3.98 2.40
H 1.77 -0.80 -3.37
H 3.08 0.15 -2.67
H -0.41 3.60 0.28
C 0.10 3.76 1.23
C -4.98 1.04 3.19
C 1.49 -2.22 1.24
H 1.32 -2.69 2.20